# 1
Entry from OMol25: a cluster of 8 separate species, C4H25N2O7 in total (the ωB97M-V functional and the def2-TZVPD basis).

```
38
Properties=species:S:1:pos:R:3
C -1.75 1.29 2.42
C -1.72 -0.15 1.91
C -0.38 -0.51 1.27
N 1.30 -1.23 -0.99
C 0.53 -0.17 -1.00
N -0.22 0.19 0.00
H -1.62 2.03 1.63
H -2.72 1.50 2.89
H -1.00 1.45 3.20
H -2.51 -0.33 1.18
H -1.91 -0.83 2.73
H -0.30 -1.59 1.13
H 0.43 -0.22 1.95
H 1.75 -1.51 -1.84
H 1.24 -1.93 -0.26
H 0.57 0.44 -1.88
H -0.76 1.05 -0.08
H 2.04 1.91 0.04
H 2.33 3.12 -0.88
O 1.65 2.47 -0.67
H -0.59 -4.26 -0.53
H -1.13 -2.81 -0.77
O -0.45 -3.34 -0.29
H -0.04 2.92 -0.82
H -1.33 3.81 -0.92
O -1.02 2.90 -0.94
H 3.16 1.39 2.11
H 2.86 0.05 1.37
O 2.85 1.03 1.28
H -3.17 -1.94 -1.78
H -2.06 -0.86 -1.92
O -2.21 -1.82 -1.77
H -2.27 1.05 -3.32
H -1.62 1.61 -2.03
O -1.75 0.79 -2.55
H 2.51 -2.15 2.53
H 3.71 -2.08 1.58
O 2.82 -1.73 1.73
```

- HOMO-LUMO gap (hartree) = 0.4130
- net charge = +1
- energy above the lowest of the compared OMol25 structures with the same formula, charge and spin (kJ/mol) = 0.0
- spin multiplicity = 1
- total energy (eV) = -21862.9676
- HOMO energy (eV) = -13.6

***

# 2
Entry from OMol25: a cluster of 9 separate species, C4H25O10 in total in a non-equilibrium geometry (the ωB97M-V functional and the def2-TZVPD basis).

```
39
Properties=species:S:1:pos:R:3
C -1.19 1.27 0.16
O -0.46 0.35 -0.69
C -2.20 0.69 1.16
C -2.81 -0.67 0.70
C -2.00 -1.92 1.03
O -0.86 -2.10 0.25
H -1.57 2.08 -0.45
H -0.30 1.53 0.72
H -3.02 1.39 1.31
H -1.73 0.59 2.14
H -3.06 -0.49 -0.34
H -3.71 -0.83 1.30
H -1.70 -1.94 2.08
H -2.67 -2.78 0.87
H -0.29 -2.32 -1.59
H 0.62 -1.56 1.84
H 0.58 -0.59 2.93
O 0.81 -1.49 2.79
H 3.09 1.94 1.91
H 1.77 1.54 1.71
O 2.22 2.35 1.90
H 1.01 3.61 -0.36
H 0.87 3.77 1.16
O 0.46 4.02 0.32
H 1.51 1.88 -2.41
H 2.56 1.89 -1.29
O 2.19 2.45 -1.99
H 0.17 0.29 -3.63
H -0.21 0.61 -2.25
O 0.06 1.09 -3.08
H -0.93 -2.19 -2.88
H -0.65 -0.61 -0.43
O -0.04 -2.28 -2.54
H 0.69 -2.47 0.53
H 1.61 -3.47 -0.30
O 1.61 -2.78 0.37
H 2.26 -0.65 -1.63
H 2.41 -1.44 -0.42
O 2.89 -0.72 -0.89
```

- HOMO-LUMO gap (hartree) = 0.3207
- net charge = -1
- energy above the lowest of the compared OMol25 structures with the same formula, charge and spin (kJ/mol) = 0.0
- spin multiplicity = 1
- total energy (eV) = -25030.4801
- HOMO energy (eV) = -5.7

***

# 3
Entry from OMol25: a cluster of 7 separate species, C4H26N2O7 in total in a non-equilibrium geometry (the ωB97M-V functional and the def2-TZVPD basis).

```
39
Properties=species:S:1:pos:R:3
C -0.95 1.68 0.04
O -1.39 2.85 -0.70
C 0.05 0.90 -0.73
C 0.53 -0.31 0.05
C 0.56 -1.62 -0.82
N -0.51 -2.62 -0.38
N 1.26 1.93 -1.07
H -0.52 2.39 1.04
H -1.82 1.20 0.39
H -1.65 2.63 -1.55
H -0.47 0.49 -1.72
H -0.12 -0.48 0.93
H 1.51 -0.33 0.58
H 1.64 -1.98 -0.68
H 0.45 -1.61 -2.01
H -1.47 -2.12 -0.64
H -0.53 -3.07 0.58
H -0.68 -3.37 -1.16
H 1.54 1.73 -2.00
H 0.83 2.85 -0.96
H 1.96 1.88 -0.27
H -1.91 -0.47 -2.84
H -2.19 -1.66 -3.44
O -1.59 -1.38 -2.69
H 0.97 -4.69 1.65
H 0.93 -3.17 2.04
O 0.65 -3.92 1.44
H -2.03 1.16 -4.18
H -2.73 1.94 -3.14
O -2.17 1.18 -3.27
H 1.77 -2.45 3.73
H 1.73 -0.96 3.45
O 1.48 -1.93 3.01
H 2.86 2.95 1.18
H 2.10 1.88 2.26
O 2.06 2.33 1.40
H -1.40 1.96 3.12
H -0.26 2.35 4.13
O -0.51 1.85 3.24
```

- HOMO-LUMO gap (hartree) = 0.4228
- net charge = +2
- energy above the lowest of the compared OMol25 structures with the same formula, charge and spin (kJ/mol) = 391.8
- spin multiplicity = 1
- total energy (eV) = -21864.5760
- HOMO energy (eV) = -17.0

***

# 4
Entry from OMol25: a cluster of 9 separate species, C4H26N2O9 in total in a non-equilibrium geometry (the ωB97M-V functional and the def2-TZVPD basis).

```
41
Properties=species:S:1:pos:R:3
C 0.71 2.40 1.53
O -0.38 2.28 1.05
N 1.75 1.50 1.30
N 1.09 3.28 2.53
H 2.64 1.82 1.63
H 1.74 0.97 0.45
H 2.00 3.10 2.92
H 0.52 4.03 2.93
C -2.85 -2.11 1.30
C -2.16 -0.96 1.95
C -1.07 -1.43 2.89
O -1.64 -0.13 0.85
H -3.69 -1.71 0.76
H -3.17 -2.87 1.99
H -2.09 -2.52 0.60
H -2.80 -0.32 2.52
H -0.62 -0.57 3.39
H -0.29 -2.08 2.50
H -1.65 -1.96 3.69
H -0.98 0.56 1.10
O -2.17 3.05 -1.96
H -1.96 2.98 -1.02
H -2.95 3.57 -2.02
O -0.60 0.64 -1.73
H -0.89 1.52 -2.04
H -1.16 0.37 -0.95
O 1.77 -0.73 -0.45
H 2.19 -1.37 -1.05
H 1.10 -0.32 -1.03
O 2.13 -2.65 2.06
H 1.80 -2.18 1.28
H 2.52 -1.93 2.58
O 2.32 -1.92 -2.96
H 1.66 -1.71 -3.60
H 3.10 -2.35 -3.42
O -0.11 -1.07 -3.95
H -0.55 -1.95 -3.99
H -0.72 -0.52 -3.46
O 1.79 1.47 -3.50
H 2.43 1.10 -2.90
H 1.24 0.71 -3.74
```

- HOMO-LUMO gap (hartree) = 0.3816
- structure (SMILES) = NC(N)=O.CC(C)O.O.O.O.O.O.O.O
- energy above the lowest of the compared OMol25 structures with the same formula, charge and spin (kJ/mol) = 50.4
- spin multiplicity = 1
- total energy (eV) = -25979.3017
- HOMO energy (eV) = -9.9

***

# 5
Entry from OMol25: a cluster of 10 separate species, C4H26O11S2 in total in a non-equilibrium geometry (the ωB97M-V functional and the def2-TZVPD basis).

```
43
Properties=species:S:1:pos:R:3
C 2.17 1.98 -0.37
C 0.79 1.77 -0.95
O 0.76 1.94 -2.26
O -0.25 1.56 -0.32
C 3.16 1.29 -1.20
S 3.11 -0.56 -1.19
S 2.58 -1.41 0.46
C 3.66 -1.67 1.85
H 2.37 3.13 -0.28
H 1.89 1.94 0.78
H -0.13 1.91 -2.74
H 3.01 1.60 -2.33
H 4.24 1.70 -1.08
H 3.62 -0.99 2.81
H 3.54 -2.67 2.22
H 4.69 -1.56 1.48
H -4.05 0.16 2.90
H -3.11 -0.06 1.59
O -4.15 0.13 1.86
H -3.75 4.13 0.83
H -2.30 3.87 0.70
O -3.07 3.75 1.34
H -1.28 -0.65 -0.25
H -1.15 0.26 0.77
O -1.53 -0.63 0.68
H 0.22 -1.87 -2.90
H 0.82 -2.65 -1.98
O 0.09 -2.07 -1.93
H -1.85 -0.91 -4.32
H -0.27 -0.45 -4.61
O -1.04 -0.27 -4.07
H -2.11 -2.15 1.71
H -0.83 -2.95 1.94
O -1.76 -3.05 1.81
H -1.44 -2.40 -2.59
H -2.46 -1.67 -1.61
O -2.35 -2.13 -2.47
H -1.24 2.85 2.76
H -1.31 4.30 2.37
O -0.70 3.71 2.76
H -2.60 -1.40 4.01
H -3.50 -2.17 3.06
O -3.60 -1.69 3.92
```

- HOMO-LUMO gap (hartree) = 0.3265
- structure (SMILES) = CSSCCC(=O)O.O.O.O.O.O.O.O.O.O
- energy above the lowest of the compared OMol25 structures with the same formula, charge and spin (kJ/mol) = 534.7
- spin multiplicity = 1
- total energy (eV) = -48760.0497
- HOMO energy (eV) = -9.1

***

# 6
Entry from OMol25: a cluster of 11 separate species, C4H27N2O11 in total in a non-equilibrium geometry (the ωB97M-V functional and the def2-TZVPD basis).

```
44
Properties=species:S:1:pos:R:3
O -0.92 -1.36 -0.99
C -0.49 -0.49 -0.17
N 0.62 -0.50 0.52
C 3.23 0.87 1.98
O 4.20 0.88 1.26
C -1.10 0.91 -0.25
C -2.59 1.13 0.12
N -0.82 1.46 -1.61
H 1.10 -1.40 0.55
H 2.89 1.81 2.40
H 2.59 -0.01 2.24
H -0.68 1.66 0.41
H -2.70 2.12 0.64
H -3.18 1.16 -0.81
H -3.17 0.40 0.72
H 0.13 1.28 -1.88
H -1.40 1.08 -2.35
H -0.44 -1.10 -3.01
H -1.76 -1.62 -3.40
O -0.99 -1.22 -3.80
H -2.78 -1.59 -1.21
H -3.51 -2.07 -0.03
O -3.71 -1.64 -0.88
H 3.05 1.30 -2.75
H 2.16 2.35 -1.99
O 2.27 1.87 -2.81
H 0.09 -0.20 2.19
H 0.33 -1.11 3.46
O 0.18 -0.20 3.18
H -0.74 -2.88 -0.56
H -1.71 -4.01 -0.36
O -0.76 -3.88 -0.33
H 3.41 -0.54 -1.50
H 4.39 -0.23 -0.24
O 4.30 -0.34 -1.21
H 1.63 1.56 0.11
H 0.78 2.76 -0.30
O 1.60 2.53 0.15
H -0.24 2.06 2.12
H 0.75 3.18 2.11
O 0.01 2.84 2.62
H -2.74 -2.70 2.15
H -1.47 -3.14 1.30
O -1.82 -2.97 2.19
```

- HOMO-LUMO gap (hartree) = 0.3466
- net charge = -1
- energy above the lowest of the compared OMol25 structures with the same formula, charge and spin (kJ/mol) = 156.1
- spin multiplicity = 1
- total energy (eV) = -30090.9876
- HOMO energy (eV) = -6.7